(1)
This record from the OMol25 dataset describes 3 unconnected molecules or ions with the total composition C3H6IN2 at a distorted geometry. The level of theory is ωB97M-V/def2-TZVPD.

XYZ file:
```
12
Properties=species:S:1:pos:R:3:forces:R:3:nbo_charge:R:1
I 2.939 -0.263 -0.161 0.095 -0.181 0.123 0.40
N -0.982 1.280 0.332 -1.714 -0.362 0.824 -0.30
N -0.024 -0.692 0.816 2.362 -2.391 1.568 -0.66
C -1.275 0.098 0.692 0.655 -0.026 -1.540 0.21
C 0.390 1.469 0.188 0.383 -0.379 -2.247 -0.08
C 1.030 0.280 0.252 -0.648 0.316 0.927 -0.09
H 0.043 -1.745 0.462 -0.453 2.765 0.215 0.49
H 0.223 -0.857 1.878 -0.520 0.633 -2.053 0.49
H -0.378 -0.579 -1.779 -0.502 -1.222 -4.354 -0.11
H -2.151 -0.507 0.467 -0.313 0.616 0.829 0.25
H 0.675 2.374 -0.422 0.164 -0.969 1.446 0.28
H -0.490 -0.857 -2.724 0.491 1.201 4.263 0.11
```
Positions in Å, forces in eV/Å.

Total charge: +1
Spin multiplicity: 1
HOMO-LUMO gap, eV: 8.661

---

(2)
This record from the OMol25 dataset describes 2 unconnected molecules or ions with the total composition C3H6INO3 at a distorted geometry. The level of theory is ωB97M-V/def2-TZVPD.

XYZ file:
```
14
Properties=species:S:1:pos:R:3:forces:R:3:nbo_charge:R:1
I 2.723 -1.580 -0.204 -0.161 0.137 0.029 -0.02
O 0.118 0.121 2.459 0.151 0.068 0.902 -0.40
O -0.497 -0.165 -2.112 -0.253 1.064 -0.050 -0.68
O -0.969 -1.547 1.607 -0.368 -0.715 0.258 -0.40
N -0.367 -0.490 1.521 -0.278 -0.262 0.413 0.43
C -0.807 -0.672 -0.859 -1.614 -3.457 -0.496 -0.17
C 0.409 1.424 0.174 -4.696 -0.610 -0.105 -0.69
C -0.252 0.059 0.257 1.673 1.923 -0.459 0.27
H 0.723 1.634 1.107 1.721 0.365 3.123 0.26
H 1.199 1.371 -0.470 1.781 0.674 -2.152 0.23
H -0.373 2.258 0.121 0.953 -1.070 -1.148 0.25
H -0.374 -1.794 -0.950 -1.552 2.047 1.203 0.23
H 0.420 0.020 -1.953 1.112 0.435 -1.079 0.46
H -1.952 -0.638 -0.697 1.532 -0.597 -0.438 0.23
```
Positions in Å, forces in eV/Å.

Total charge: 0
Spin multiplicity: 1
HOMO-LUMO gap (spin up / spin down), eV: 8.556 / 5.688

---

(3)
This record from the OMol25 dataset describes 3 unconnected molecules or ions with the total composition C3H6INOS at a distorted geometry. The level of theory is ωB97M-V/def2-TZVPD.

XYZ file:
```
13
Properties=species:S:1:pos:R:3:forces:R:3:nbo_charge:R:1
I -3.252 -1.574 -0.973 0.106 1.189 -0.320 -0.15
S -0.774 2.022 0.430 -1.934 0.224 -1.120 1.50
O -1.985 1.596 -0.315 1.711 0.638 0.906 -0.90
N 0.168 3.015 -0.171 0.200 -0.011 0.044 -1.00
C 1.123 -0.081 0.217 0.404 1.155 -0.983 -0.49
C 1.715 -1.277 0.847 -2.852 0.126 2.279 -0.17
C 0.572 -0.859 1.426 3.759 -0.228 -2.064 -0.19
H 1.606 0.991 0.295 -0.692 -2.381 -0.009 0.20
H 0.135 3.390 -1.120 -0.367 -0.202 0.209 0.40
H -3.074 0.066 -1.313 -0.133 -1.358 0.310 0.15
H -0.096 -0.808 2.258 -0.326 -0.220 0.028 0.23
H 2.451 -2.068 0.836 0.084 0.358 -0.045 0.23
H 0.677 -0.299 -0.788 0.041 0.709 0.764 0.19
```
Positions in Å, forces in eV/Å.

Total charge: 0
Spin multiplicity: 1
HOMO-LUMO gap, eV: 8.842

---

For reference, M by record: 197.00, 230.99, 231.06 Da.
For reference, calculated total energy by record: -14277.921, -18935.430, -25677.259 eV.